Entry 1:
{"formula": "C3H11N7", "method": "the ωB97M-V functional and the def2-TZVPD basis", "species": ["N", "N", "N", "N", "N", "N", "N", "C", "C", "C", "H", "H", "H", "H", "H", "H", "H", "H", "H", "H", "H"], "positions_angstrom": [[-1.47, -1.78, 0.14], [-1.80, 1.41, 0.26], [3.60, 0.57, 0.43], [-3.12, 1.43, 0.23], [2.41, 0.66, 0.48], [0.71, 1.68, -0.78], [0.59, -0.56, -0.21], [1.36, -1.78, -0.46], [1.29, 0.58, -0.26], [-0.70, -0.69, 0.04], [-3.72, 1.35, 1.01], [-1.41, 1.38, 1.25], [1.14, 2.66, -0.78], [-1.23, -2.70, 0.02], [-0.26, 1.67, -0.92], [4.03, 0.79, 1.30], [-3.65, 1.39, -0.61], [2.39, -1.57, -0.68], [0.77, -2.43, -1.19], [-2.48, -1.64, 0.14], [1.56, -2.42, 0.59]], "mulliken_charge": [-0.245, -0.021, -0.478, -0.389, 0.288, -0.325, 0.016, -1.150, 0.555, 0.356, 0.270, 0.311, 0.290, 0.199, 0.304, 0.325, 0.262, 0.432, 0.395, 0.249, 0.359], "total_charge": 2, "e_above_lowest_kcal_mol": 74.99, "orbital_gap_ha": [0.30817, 0.30846], "homo_energy_ev": [-17.17, -17.17], "max_force_ev_per_a": 4.64}

---

Entry 2:
{"formula": "C14H19N5O", "method": "the ωB97M-V functional and the def2-TZVPD basis", "species": ["O", "N", "N", "N", "N", "N", "C", "C", "C", "C", "C", "C", "C", "C", "C", "C", "C", "C", "C", "C", "H", "H", "H", "H", "H", "H", "H", "H", "H", "H", "H", "H", "H", "H", "H", "H", "H", "H", "H"], "positions_angstrom": [[2.85, 1.39, -0.19], [-2.58, -1.34, 0.89], [-2.61, 1.54, -0.45], [-0.50, 0.73, -1.90], [-1.59, 0.02, -1.93], [-1.52, 2.26, -0.43], [2.66, 0.21, -0.93], [1.55, -2.02, -0.80], [1.68, -2.07, 1.96], [-3.92, -1.13, 0.30], [2.11, -0.95, -0.13], [1.65, 2.03, 0.22], [-2.61, 0.42, -1.16], [1.06, -3.11, -0.11], [2.17, -0.99, 1.26], [0.83, 2.55, -0.99], [-3.83, -0.45, -1.08], [-0.47, 1.82, -1.12], [2.04, 3.15, 1.16], [1.12, -3.14, 1.28], [2.72, 3.85, 0.66], [2.52, 2.76, 2.06], [1.14, 3.70, 1.46], [1.03, 1.32, 0.78], [2.62, -0.16, 1.80], [-3.75, -1.21, -1.86], [-4.41, -2.10, 0.19], [1.99, 0.38, -1.78], [-4.53, -0.52, 0.96], [-2.45, -0.77, 1.70], [1.47, -2.00, -1.88], [3.63, -0.07, -1.33], [1.39, 2.44, -1.92], [0.62, 3.61, -0.85], [-4.70, 0.18, -1.24], [1.74, -2.08, 3.04], [-2.46, -2.30, 1.19], [0.62, -3.94, -0.65], [0.73, -4.00, 1.82]], "mulliken_charge": [-0.493, -0.418, -0.370, -0.065, -0.486, -0.359, -0.877, -0.486, -0.722, -0.593, 0.699, 0.854, 0.703, -0.623, -0.174, -1.269, -0.622, 0.685, -1.940, -0.444, 0.383, 0.372, 0.437, 0.378, 0.462, 0.321, 0.344, 0.342, 0.299, 0.189, 0.359, 0.438, 0.478, 0.493, 0.299, 0.402, 0.199, 0.380, 0.427], "total_charge": 0, "e_above_lowest_kcal_mol": 38.38, "orbital_gap_ha": 0.31710, "homo_energy_ev": -9.04, "smiles": "C[C@@H](Cc1nnc(CCN)nn1)OCc1ccccc1", "max_force_ev_per_a": 0.38}

---

Entry 3:
{"formula": "C26H47Cl2PTl", "method": "the ωB97M-V functional and the def2-TZVPD basis", "species": ["Tl", "Cl", "Cl", "P", "C", "C", "C", "C", "C", "C", "C", "C", "C", "C", "C", "C", "C", "C", "C", "C", "C", "C", "C", "C", "C", "C", "C", "C", "C", "C", "H", "H", "H", "H", "H", "H", "H", "H", "H", "H", "H", "H", "H", "H", "H", "H", "H", "H", "H", "H", "H", "H", "H", "H", "H", "H", "H", "H", "H", "H", "H", "H", "H", "H", "H", "H", "H", "H", "H", "H", "H", "H", "H", "H", "H", "H", "H"], "positions_angstrom": [[0.66, 3.12, 2.39], [1.31, 3.23, -0.15], [2.13, 0.08, 2.02], [-0.21, 0.32, -2.40], [-2.99, 3.48, -2.51], [-0.78, -0.01, -5.17], [-0.70, -3.70, 1.72], [0.64, 0.64, 2.67], [-2.28, 4.48, -3.43], [-0.76, 4.41, -3.33], [-1.73, -2.58, 1.66], [0.05, -2.04, -3.92], [-2.43, 2.05, -2.63], [0.62, -3.39, 0.94], [4.53, 0.33, -2.78], [-2.22, -2.23, 0.25], [3.67, 1.27, -3.64], [-0.22, 2.98, -3.45], [-0.62, -2.96, -4.95], [-1.40, -0.90, -6.26], [-0.75, -0.73, -3.81], [-0.89, -0.40, -0.80], [-1.16, -1.76, -0.74], [2.24, 0.76, -3.78], [3.87, 0.02, -1.43], [-0.78, -2.30, -6.32], [-0.91, 2.03, -2.46], [1.62, 0.58, -2.38], [2.42, -0.46, -1.59], [0.43, -2.79, -0.36], [-1.80, 0.22, -0.62], [1.08, -1.82, -4.25], [1.66, 1.46, -4.40], [-2.61, -2.88, 2.26], [1.70, 1.54, -1.83], [1.25, -2.75, -1.10], [-0.43, 4.81, -2.36], [-2.48, -0.99, -6.06], [0.21, -2.23, -6.80], [4.69, -0.61, -3.32], [0.13, -2.54, -2.95], [-1.33, -1.68, 2.15], [0.24, 0.27, -5.46], [0.86, 3.01, -3.26], [-0.15, -0.10, -0.04], [-1.36, 0.93, -5.11], [4.11, 1.37, -4.64], [-2.67, -3.15, -0.16], [-0.04, -3.89, -5.04], [-1.38, -2.22, -1.73], [-1.15, -4.62, 1.32], [2.24, -0.21, -4.31], [2.40, -1.41, -2.13], [-0.30, 5.03, -4.11], [1.23, -2.72, 1.58], [-1.39, -2.94, -6.97], [-2.93, 1.41, -1.89], [-2.61, 5.50, -3.20], [5.51, 0.79, -2.61], [-0.64, 2.41, -1.45], [-2.58, 4.28, -4.47], [-2.86, 3.81, -1.47], [4.44, -0.74, -0.89], [-1.62, -3.24, -4.57], [-1.79, -0.98, -3.54], [-4.06, 3.47, -2.72], [3.65, 2.27, -3.19], [-2.69, 1.65, -3.63], [3.86, 0.93, -0.81], [0.61, 0.54, 3.76], [1.16, -4.34, 0.79], [-1.29, -0.40, -7.23], [-0.37, 2.62, -4.48], [-0.46, -3.92, 2.78], [-0.22, 0.29, 2.09], [-3.03, -1.49, 0.33], [1.97, -0.63, -0.61]], "mulliken_charge": [0.346, -0.525, -0.185, 0.604, -0.895, -0.411, -0.974, -0.769, -0.689, -0.973, -0.484, 0.168, -0.671, -0.593, -0.834, -1.403, -0.917, -0.168, -0.950, -0.921, -0.254, 0.050, 0.564, -1.112, -0.905, -0.759, -0.103, 0.921, 0.378, -0.091, 0.644, 0.309, 0.300, 0.408, -0.200, -0.171, 0.360, 0.382, 0.331, 0.305, -0.396, 0.113, 0.167, -0.051, -0.850, 0.091, 0.401, 0.380, 0.420, -0.045, 0.331, 0.304, 0.223, 0.410, 0.028, 0.420, 0.421, 0.356, 0.444, 0.523, 0.320, 0.371, 0.365, 0.358, 1.044, 0.427, 0.371, 0.170, 0.411, 0.414, 0.306, 0.412, 0.178, 0.372, -0.042, 0.351, -0.627], "total_charge": -1, "orbital_gap_ha": 0.13011, "homo_energy_ev": -1.20, "max_force_ev_per_a": 7.58}

---

Entry 4:
{"formula": "C9H11NO", "method": "the ωB97M-V functional and the def2-TZVPD basis", "species": ["O", "N", "C", "C", "C", "C", "C", "C", "C", "C", "C", "H", "H", "H", "H", "H", "H", "H", "H", "H", "H", "H"], "positions_angstrom": [[0.49, -2.52, 1.15], [-0.16, -1.91, 0.33], [2.11, -0.89, -1.26], [1.44, 1.46, -0.69], [-1.01, -2.39, -0.56], [-0.65, 0.68, 0.92], [-1.76, 0.22, 1.83], [0.15, -0.24, 0.24], [0.64, 2.47, 0.05], [1.17, 0.13, -0.63], [-0.44, 2.00, 0.74], [-1.04, 2.76, 1.24], [1.69, -1.45, -2.13], [-1.71, 0.14, 2.87], [2.33, 1.77, -1.30], [0.74, 3.56, -0.02], [2.98, -0.29, -1.64], [-2.05, -0.79, 1.41], [-2.52, 0.89, 1.63], [-1.70, -1.71, -1.21], [2.50, -1.64, -0.52], [-1.18, -3.43, -0.57]], "mulliken_charge": [-0.678, 0.627, -1.315, -0.477, -0.569, 0.584, -1.323, 0.274, -0.893, 0.679, -0.417, 0.363, 0.253, 0.312, 0.242, 0.342, 0.382, 0.296, 0.426, 0.218, 0.305, 0.369], "total_charge": 0, "e_above_lowest_kcal_mol": 88.49, "orbital_gap_ha": 0.35709, "homo_energy_ev": -8.82, "smiles": "C=[N+]([O-])c1c(C)cccc1C", "max_force_ev_per_a": 4.59}

---

Entry 5:
{"formula": "C5H14", "method": "the ωB97M-V functional and the def2-TZVPD basis", "species": ["C", "C", "C", "C", "C", "H", "H", "H", "H", "H", "H", "H", "H", "H", "H", "H", "H", "H", "H"], "positions_angstrom": [[-1.58, 1.19, 1.38], [-0.96, -1.07, 0.77], [2.00, 0.19, -0.88], [2.08, -0.35, -2.29], [-2.12, -0.12, 1.41], [-2.10, 1.91, 1.94], [1.30, 1.03, -0.79], [-0.33, -0.42, 0.10], [-0.35, -1.68, 1.54], [2.91, 0.71, -0.49], [-1.55, 1.64, 0.40], [-0.63, 1.31, 1.87], [1.83, -0.72, -0.32], [-1.47, -1.72, 0.14], [-2.50, -0.49, 2.46], [2.56, -1.31, -2.24], [-3.12, -0.20, 0.87], [1.28, -0.28, -2.88], [2.76, 0.36, -2.99]], "mulliken_charge": [-1.328, -0.572, -0.625, -0.925, -0.170, 0.435, 0.172, -0.164, 0.311, 0.362, 0.330, 0.334, 0.165, 0.360, 0.233, 0.282, 0.207, 0.358, 0.235], "total_charge": 0, "e_above_lowest_kcal_mol": 41.13, "orbital_gap_ha": 0.44023, "homo_energy_ev": -10.86, "smiles": "CCC.CC", "max_force_ev_per_a": 6.06}

---

Entry 6:
{"formula": "C6H10O", "method": "the ωB97M-V functional and the def2-TZVPD basis", "species": ["O", "C", "C", "C", "C", "C", "C", "H", "H", "H", "H", "H", "H", "H", "H", "H", "H"], "positions_angstrom": [[2.16, -0.90, 2.12], [-0.78, 0.69, -0.53], [2.38, -0.87, 0.93], [0.33, 0.57, 0.50], [1.55, -0.14, -0.08], [-2.22, 0.59, -0.11], [-1.57, -0.54, -0.87], [2.21, 0.55, -0.63], [0.61, 1.55, 0.89], [-0.57, 1.37, -1.35], [-0.03, -0.01, 1.36], [-1.86, -0.71, -1.90], [1.24, -0.89, -0.83], [-2.42, 0.43, 0.95], [-1.34, -1.45, -0.32], [-2.95, 1.19, -0.62], [3.25, -1.43, 0.51]], "mulliken_charge": [-0.480, -0.063, -0.020, -0.776, -0.590, -0.637, -0.556, 0.371, 0.381, 0.391, 0.291, 0.260, 0.337, 0.229, 0.242, 0.269, 0.351], "total_charge": 0, "e_above_lowest_kcal_mol": 16.55, "orbital_gap_ha": 0.39869, "homo_energy_ev": -9.78, "smiles": "O=CCCC1CC1", "max_force_ev_per_a": 0.50}